Entry 1:
This record from the OMol25 dataset describes a single C10H16O2S molecule in a non-equilibrium geometry. The level of theory is the ωB97M-V functional and the def2-TZVPD basis.

Calculated values
- E_HOMO (spin up / spin down) (eV) = -8.2 / -8.2
- ΔE to the lowest compared entry with this formula, charge and spin (kcal per mole) = 204.0
- orbital gap (spin up / spin down) (eV) = 7.163 / 7.167

```
! RIJCOSX wB97M-V def2-TZVPD def2/J DEFGRID3
* xyz 0 1
S 0.55914 1.27608 1.84504
O -0.32306 1.86712 0.64245
O 1.38109 2.38790 2.42257
C 0.52617 0.76615 0.11747
C -1.45727 -1.39534 2.01748
C -0.66053 0.75574 3.05957
C 2.95558 0.46741 -0.45174
C 1.73787 1.42808 -0.51050
C -0.78703 -1.98057 -0.16457
C -2.72449 -0.36447 0.25328
C 1.59683 1.68589 -2.07031
C -1.38734 -0.33604 2.82831
C -2.10187 -1.65935 0.74311
H 0.03556 -2.22485 0.39762
H 2.07494 2.35611 -0.12904
H 2.22199 2.40769 -2.49500
H -3.52841 -0.18669 0.93073
H -0.68753 1.48253 3.78197
H 1.73383 0.70354 -2.48944
H -2.91459 -2.47956 0.82643
H -3.25287 -0.37170 -0.79803
H -1.97585 -0.65344 3.82678
H -2.08051 0.44771 0.18742
H 3.12378 0.22535 0.59853
H 2.88040 -0.40730 -1.02407
H -1.12689 -2.81357 -0.70213
H 0.66206 2.09101 -2.20109
H -0.58851 -1.09052 -0.64434
H 3.74743 1.04027 -0.76858
*
```

Partial atomic charges computed with the Löwdin method, in multiples of e: number 1, S, carries 0.95; number 2, O, carries -0.30; number 3, O, carries -0.37; number 4, C, carries -0.22; number 5, C, carries 0.08; number 6, C, carries -0.19; number 7, C, carries -0.07; number 8, C, carries -0.43; number 9, C, carries -0.01; number 10, C, carries -0.09; number 11, C, carries -0.03; number 12, C, carries -0.22; number 13, C, carries -0.35; number 14, H, carries 0.05; number 15, H, carries 0.10; number 16, H, carries 0.06; number 17, H, carries 0.07; number 18, H, carries 0.05; number 19, H, carries 0.07; number 20, H, carries 0.18; number 21, H, carries 0.13; number 22, H, carries 0.21; number 23, H, carries 0.02; number 24, H, carries 0.08; number 25, H, carries 0.06; number 26, H, carries 0.07; number 27, H, carries 0.04; number 28, H, carries 0.01; number 29, H, carries 0.05


Entry 2:
This record from the OMol25 dataset describes a molecular structure, C10H17AgN3NbO in a non-equilibrium geometry. The level of theory is the ωB97M-V functional and the def2-TZVPD basis.

Calculated values
- E_HOMO (eV) = -8.6
- orbital gap (eV) = 6.844

```
! RIJCOSX wB97M-V def2-TZVPD def2/J DEFGRID3
* xyz 0 1
Ag -2.54032 -3.63628 1.43755
Nb -0.21497 -1.46609 1.07402
O -3.13967 -2.93370 3.31573
N 4.02567 2.41617 0.05576
N -2.31456 0.81989 0.94888
N -1.34978 -1.30875 2.95929
C -1.73671 -0.04870 0.07477
C -3.46982 1.62807 -1.12560
C 2.71398 1.70572 0.21190
C -2.10925 -2.24030 3.16064
C -2.83702 0.69792 -2.01013
C -1.93954 -0.19006 -1.32510
C 1.64267 -0.16172 -1.25194
C -3.17267 1.59728 0.25691
C 1.07035 -1.55034 -0.76714
C 2.85755 0.23453 -0.32446
H -1.40714 -0.97615 -1.88323
H 3.84878 0.06309 -0.80048
H 4.11836 3.02190 0.87662
H 3.89387 3.07170 -0.71508
H 2.82924 -0.45804 0.55382
H 0.87859 0.63507 -1.35801
H 0.88754 -2.71426 1.81758
H 1.96852 2.23688 -0.42914
H 2.07149 -0.31783 -2.27671
H 2.33777 1.75086 1.25610
H 0.53616 -2.09398 -1.59313
H 0.82159 -0.07039 1.63887
H -1.31060 -2.83972 0.48614
H -3.73112 2.32834 0.88486
H -4.18849 2.36613 -1.51912
H -3.00295 0.62041 -3.09519
H 1.96248 -2.18767 -0.53500
*
```

Partial atomic charges computed with the Löwdin method, in multiples of e: number 1, Ag, carries 0.67; number 2, Nb, carries 1.41; number 3, O, carries -0.10; number 4, N, carries -0.04; number 5, N, carries 0.03; number 6, N, carries -0.06; number 7, C, carries -0.40; number 8, C, carries -0.08; number 9, C, carries -0.28; number 10, C, carries -0.58; number 11, C, carries -0.05; number 12, C, carries -0.14; number 13, C, carries -0.30; number 14, C, carries -0.18; number 15, C, carries -0.42; number 16, C, carries -0.24; number 17, H, carries 0.07; number 18, H, carries 0.11; number 19, H, carries 0.05; number 20, H, carries 0.06; number 21, H, carries 0.06; number 22, H, carries 0.07; number 23, H, carries -0.12; number 24, H, carries 0.10; number 25, H, carries 0.10; number 26, H, carries 0.09; number 27, H, carries 0.04; number 28, H, carries -0.06; number 29, H, carries -0.16; number 30, H, carries 0.11; number 31, H, carries 0.10; number 32, H, carries 0.10; number 33, H, carries 0.04


Entry 3:
This record from the OMol25 dataset describes a molecular structure, C10H17AlBr2F3O3S in a non-equilibrium geometry. The level of theory is the ωB97M-V functional and the def2-TZVPD basis.

Calculated values
- E_HOMO (eV) = -5.0
- ΔE to the lowest compared entry with this formula, charge and spin (kcal per mole) = 0.0
- orbital gap (eV) = 7.450

```
! RIJCOSX wB97M-V def2-TZVPD def2/J DEFGRID3
* xyz -1 1
Br 2.06213 -0.83629 4.65892
Br 4.72748 -1.21059 0.91287
S -1.36867 1.84734 -2.92382
Al 1.89709 0.54954 1.42781
F -2.13890 -0.30588 4.88931
F -2.75516 -0.91810 2.16426
F -0.79399 1.14821 4.00074
O -0.68053 0.67088 -2.50543
O -2.64246 1.43219 -3.79667
O -0.67928 2.89992 -3.60937
C -2.23147 2.50744 -1.54330
C 3.41599 -1.28037 3.36439
C -0.40948 -1.41066 1.89641
C -1.76411 -0.34227 -5.27093
C -1.43749 0.01377 3.79004
C 0.37187 -0.63157 0.79912
C -2.40233 1.02743 -5.15904
C 3.33503 -0.72788 2.16241
C 4.41536 -2.24551 3.93171
C -1.47877 -0.70118 2.65104
H -2.78499 3.38862 -1.85544
H -2.35491 -1.08507 -4.73500
H -0.76248 -0.35065 -4.84554
H 3.92718 -3.21878 4.04786
H 4.73360 -1.93130 4.92548
H 0.28291 -1.90417 2.57846
H -0.96916 -2.20880 1.39026
H -1.47199 2.76764 -0.80778
H -1.69379 -0.62896 -6.32133
H -0.35413 -0.06692 0.20718
H -1.80231 1.78966 -5.65992
H 5.25127 -2.38218 3.25194
H 1.48998 1.69697 2.48393
H -3.38598 1.02555 -5.62616
H 0.83501 -1.39375 0.16176
H 2.50969 1.27388 0.10945
H -2.89224 1.74181 -1.14563
*
```

Partial atomic charges computed with the Löwdin method, in multiples of e: number 1, Br, carries 0.70; number 2, Br, carries 0.58; number 3, S, carries 0.57; number 4, Al, carries 0.17; number 5, F, carries 0.10; number 6, F, carries 0.01; number 7, F, carries 0.10; number 8, O, carries -0.26; number 9, O, carries -0.27; number 10, O, carries -0.28; number 11, C, carries -0.12; number 12, C, carries -0.86; number 13, C, carries -0.23; number 14, C, carries -0.08; number 15, C, carries -0.32; number 16, C, carries -0.28; number 17, C, carries -0.26; number 18, C, carries -0.76; number 19, C, carries -0.20; number 20, C, carries -0.20; number 21, H, carries 0.07; number 22, H, carries 0.08; number 23, H, carries 0.07; number 24, H, carries 0.07; number 25, H, carries 0.06; number 26, H, carries 0.07; number 27, H, carries 0.11; number 28, H, carries 0.08; number 29, H, carries 0.08; number 30, H, carries 0.03; number 31, H, carries 0.11; number 32, H, carries 0.02; number 33, H, carries -0.10; number 34, H, carries 0.12; number 35, H, carries 0.04; number 36, H, carries -0.10; number 37, H, carries 0.08


Entry 4:
This record from the OMol25 dataset describes a molecular structure, C10H17As2PtTe4 in a non-equilibrium geometry. The level of theory is the ωB97M-V functional and the def2-TZVPD basis.

Calculated values
- E_HOMO (spin up / spin down) (eV) = -2.3 / -2.3
- orbital gap (spin up / spin down) (eV) = 4.113 / 3.515

```
! RIJCOSX wB97M-V def2-TZVPD def2/J DEFGRID3
* xyz -1 3
Pt 0.00000 0.00000 0.00000
Te -1.62608 -0.99806 1.94000
Te -3.62157 -2.89701 2.25831
Te -1.55827 -1.92980 -1.11869
Te -3.56253 -3.70849 -0.40550
As 1.43964 0.79971 -1.97428
As 1.36815 1.78130 1.24818
C 0.34633 4.89545 -2.23805
C 2.80204 1.17290 -3.35432
C 1.68651 3.03031 2.74821
C 0.98594 2.65707 -1.53737
C 0.61229 4.40144 0.11237
C -0.05596 0.42460 -3.20853
C 0.68086 3.57830 -2.55323
C 0.31061 5.30538 -0.90674
C 0.95858 3.07150 -0.18817
C 3.30225 1.60237 0.86576
H 0.56606 4.75322 1.13037
H 0.04534 6.32638 -0.66353
H 0.11383 -0.56102 -3.68998
H 3.69618 1.61912 -2.87280
H 2.37625 3.84246 2.43589
H 0.72575 3.46283 3.09323
H 2.15103 2.47442 3.58829
H 3.47405 0.99655 -0.04360
H 0.69523 3.28686 -3.59216
H 2.41640 1.86635 -4.12612
H 3.76000 2.60289 0.72602
H 1.24228 1.14232 -0.32010
H -1.00418 0.38919 -2.63424
H -0.13305 1.19520 -3.99918
H 3.08994 0.22001 -3.84477
H 3.79302 1.09041 1.71874
H 0.11058 5.59782 -3.02692
*
```

Partial atomic charges computed with the Löwdin method, in multiples of e: number 1, Pt, carries -0.14; number 2, Te, carries -0.13; number 3, Te, carries -0.20; number 4, Te, carries -0.09; number 5, Te, carries -0.20; number 6, As, carries 1.00; number 7, As, carries 1.00; number 8, C, carries -0.09; number 9, C, carries -0.32; number 10, C, carries -0.33; number 11, C, carries -0.39; number 12, C, carries -0.10; number 13, C, carries -0.36; number 14, C, carries -0.11; number 15, C, carries -0.10; number 16, C, carries -0.39; number 17, C, carries -0.30; number 18, H, carries 0.08; number 19, H, carries 0.09; number 20, H, carries 0.02; number 21, H, carries 0.02; number 22, H, carries 0.02; number 23, H, carries 0.02; number 24, H, carries 0.03; number 25, H, carries 0.00; number 26, H, carries 0.08; number 27, H, carries 0.01; number 28, H, carries 0.04; number 29, H, carries -0.26; number 30, H, carries -0.06; number 31, H, carries 0.02; number 32, H, carries 0.02; number 33, H, carries 0.03; number 34, H, carries 0.09